A structure of composition C16H13CoN5O at a distorted geometry. Source: the Open Molecules 2025 dataset; level of theory: ωB97M-V with the def2-TZVPD basis set.

Results
- LUMO energy (alpha / beta): -2.927 / -3.986 eV
- Net charge: +1
- HOMO-LUMO gap (alpha / beta): 8.16 / 7.71 eV
- Spin multiplicity: 5
- Highest occupied orbital energy (alpha / beta): -0.4074 / -0.4298 Eh

```
36
Properties=species:S:1:pos:R:3:forces:R:3:mulliken_spin:R:1
Co 0.890 -0.660 -1.643 0.49 0.89 -1.01 2.206
N -1.273 2.958 -1.272 0.02 0.04 0.02 0.012
C -0.396 2.046 -1.685 0.02 -0.06 0.05 0.017
N -0.203 0.898 -1.122 -0.24 0.10 0.37 0.093
C -0.852 0.586 0.175 -0.30 -0.18 -0.29 -0.054
N 0.174 0.473 1.226 -0.04 -0.16 0.48 0.837
N 1.156 -0.269 0.962 0.32 0.40 -0.09 0.760
C 0.990 -1.732 0.743 -0.24 -0.33 -0.16 0.132
C 2.280 -2.201 0.117 0.10 -0.04 0.08 0.025
C 3.141 -3.097 0.715 -0.09 0.05 -0.02 -0.008
C 4.342 -3.391 0.081 0.00 0.01 -0.02 0.009
C 4.637 -2.782 -1.125 0.03 -0.01 0.00 0.000
C 3.720 -1.898 -1.667 -0.03 -0.03 0.01 0.015
N 2.569 -1.611 -1.059 0.22 -0.18 0.30 0.021
C -1.935 1.554 0.564 0.07 0.20 -0.16 0.001
C -2.761 1.332 1.659 0.02 -0.01 0.05 -0.010
C -3.761 2.231 1.986 -0.03 -0.04 0.06 0.005
C -3.954 3.370 1.214 0.05 -0.03 -0.05 0.000
C -3.132 3.615 0.131 0.02 0.08 -0.05 0.003
C -2.123 2.713 -0.182 -0.10 -0.15 0.23 -0.005
H -1.354 3.836 -1.757 0.05 0.00 -0.10 -0.002
H 0.189 2.298 -2.562 -0.08 0.03 -0.06 0.002
H 0.757 -2.256 1.675 0.00 0.04 -0.01 0.017
H 2.880 -3.548 1.662 0.01 0.00 0.00 -0.001
H 5.040 -4.083 0.532 0.00 0.00 -0.01 0.000
H 5.562 -2.982 -1.647 -0.01 -0.01 0.00 -0.001
H 3.901 -1.411 -2.616 0.03 0.01 0.02 -0.003
H -2.605 0.460 2.281 -0.01 0.00 -0.02 0.003
H -4.390 2.047 2.846 0.00 0.00 -0.01 0.000
H -4.745 4.066 1.457 0.02 0.01 0.01 0.000
H -3.266 4.504 -0.475 -0.01 -0.01 0.01 0.000
C -1.360 -0.896 0.093 0.15 0.18 -0.12 0.223
H -1.756 -1.176 1.068 -0.04 -0.03 -0.01 0.005
H -2.132 -0.987 -0.669 0.01 -0.02 -0.01 0.009
O -0.065 -2.279 -1.420 -0.53 -0.90 0.22 0.024
C -0.163 -1.729 -0.286 0.13 0.14 0.28 -0.335
```
Forces are in eV/Å.



A structure of composition C16H13F2GdN2O5S5 at a distorted geometry. Source: the Open Molecules 2025 dataset; level of theory: ωB97M-V with the def2-TZVPD basis set.

Results
- LUMO energy (alpha / beta): 3.651 / 3.576 eV
- Net charge: -2
- HOMO-LUMO gap (alpha / beta): 3.50 / 6.29 eV
- Spin multiplicity: 8
- Highest occupied orbital energy (alpha / beta): 0.0054 / -0.0997 Eh

```
44
Properties=species:S:1:pos:R:3:forces:R:3:mulliken_spin:R:1
Gd -0.790 0.111 -0.949 2.19 0.16 0.42 4.861
C -0.116 -3.315 1.850 -0.29 0.74 -0.06 0.000
C 1.342 -3.397 1.422 0.19 0.36 -0.66 0.000
S 1.620 -2.524 -0.177 0.21 -0.14 0.38 0.001
C 3.194 -1.660 0.150 -0.35 -0.45 -0.14 0.020
C 3.269 -0.777 1.387 -0.47 0.44 0.09 -0.007
S 1.792 0.283 1.696 0.47 -0.42 0.25 0.012
C 1.184 -0.462 3.266 0.17 0.28 -0.34 0.006
C -0.300 -0.783 3.246 -0.22 -0.27 -0.45 -0.001
S -0.908 -1.656 1.766 0.10 -0.57 0.50 0.001
H -0.239 -3.708 2.861 -0.08 -0.11 -0.01 0.000
H -0.730 -3.891 1.158 -0.04 -0.13 0.08 0.000
H 1.627 -4.444 1.290 -0.01 0.01 0.11 0.000
H 2.003 -2.949 2.154 0.04 -0.01 0.16 0.000
H 3.307 -1.054 -0.750 0.14 -0.08 0.06 -0.009
H 3.988 -2.410 0.187 0.12 0.13 -0.05 0.000
H 4.105 -0.092 1.250 0.12 -0.05 0.06 0.001
H 3.454 -1.358 2.291 0.06 0.02 -0.01 0.000
H 1.374 0.257 4.066 -0.01 -0.06 0.04 0.000
H 1.768 -1.357 3.468 0.05 -0.01 0.03 -0.001
H -0.879 0.142 3.241 0.01 -0.06 0.12 -0.001
H -0.575 -1.373 4.125 0.00 0.12 0.02 0.000
O -4.946 2.795 2.848 0.75 -0.74 -0.50 0.000
C -4.146 2.093 2.241 -1.03 0.88 0.71 -0.001
C -4.476 1.103 1.158 -1.01 -0.72 -0.28 -0.001
O -5.582 0.609 0.948 0.84 0.53 0.04 0.000
C -3.202 0.803 0.499 0.46 0.50 0.59 0.009
C -2.135 1.353 1.279 -0.82 -0.11 -0.19 0.048
O -0.901 1.140 0.973 -0.41 0.79 0.87 0.044
C -2.664 2.043 2.444 0.97 0.17 0.87 -0.005
O -2.039 2.444 3.433 -0.52 -0.23 -0.79 0.000
O -2.978 0.116 -0.550 -1.02 0.01 0.10 0.002
S 1.778 0.648 -1.802 -0.06 1.10 -0.63 0.324
C 1.615 2.164 -2.656 3.96 -3.10 1.04 0.432
C 2.824 2.633 -3.176 -0.72 -0.39 0.42 0.000
N 3.854 2.974 -3.574 1.03 0.39 -0.46 0.227
C 0.456 2.894 -2.835 -4.27 2.35 -0.46 0.419
S -1.132 2.532 -2.233 0.60 0.10 -0.21 0.368
C 0.526 4.072 -3.588 -0.25 -0.84 0.53 0.001
N 0.546 5.037 -4.221 0.08 1.07 -0.67 0.220
F -1.425 -0.706 -2.968 -0.85 -0.38 -1.08 0.008
C -0.639 -1.846 -2.488 0.30 -0.82 -0.73 0.013
F -1.374 -2.112 -1.228 -0.73 -0.82 -0.02 0.008
H -1.038 -2.663 -3.132 0.30 0.36 0.27 0.002
```
Forces are in eV/Å.



A structure of composition C16H13F3INPdS at a distorted geometry. Source: the Open Molecules 2025 dataset; level of theory: ωB97M-V with the def2-TZVPD basis set.

Results
- LUMO energy: -11.071 eV
- Net charge: +2
- HOMO-LUMO gap: 2.21 eV
- Highest occupied orbital energy: -0.4880 Eh

```
36
Properties=species:S:1:pos:R:3:forces:R:3:mulliken_charge:R:1
C 3.615 0.859 1.698 1.17 -0.47 0.57 -0.873
C 4.299 0.782 0.243 -0.44 1.81 0.77 0.081
C 3.324 1.169 -0.984 0.20 -1.77 0.00 -0.214
I 3.404 3.331 -1.212 -0.29 -0.76 -0.02 0.226
C 1.846 0.550 -0.904 -3.68 -0.40 -0.11 0.670
C 0.548 1.409 -1.109 -0.14 -2.98 0.15 -0.966
C -0.906 0.799 -1.072 1.09 -1.09 0.15 0.111
C -1.173 -0.725 -0.815 3.36 -0.24 -0.30 0.452
C 0.117 -1.619 -0.597 0.80 3.14 -0.67 -0.741
C 1.568 -1.015 -0.644 -3.10 0.23 0.03 0.453
C 2.736 -2.107 -0.451 -2.49 -1.30 -1.60 0.670
F 3.725 -1.870 -1.498 -3.07 -0.70 2.07 -0.272
F 2.240 -3.432 -0.699 1.65 3.80 0.92 -0.237
F 3.275 -2.142 0.900 -2.33 0.03 -3.03 -0.287
N -2.483 -1.374 -0.799 1.64 4.29 2.90 -0.201
C -3.550 -0.537 -0.240 -3.56 0.10 1.54 0.568
C -4.677 -1.268 0.592 -0.67 3.96 -0.30 -0.512
C -5.821 -0.410 1.218 2.29 0.47 -1.69 -0.387
C -5.935 1.146 1.037 3.57 -0.93 -2.20 -0.398
C -4.856 1.872 0.195 -0.18 -3.87 0.75 -0.422
C -3.707 1.007 -0.409 -0.46 -0.71 0.57 0.421
S -2.388 1.873 -1.381 0.74 -2.51 2.08 -0.002
H 3.761 1.906 2.164 -0.63 -1.68 -0.92 0.346
H 4.226 0.147 2.381 -1.07 1.20 -1.02 0.284
H 2.537 0.485 1.747 1.42 0.75 -0.19 0.261
H 5.142 1.577 0.243 -1.29 -1.55 -0.20 0.577
H 4.843 -0.234 0.111 -0.79 1.71 -0.12 -0.277
H 3.808 0.720 -1.938 -0.98 0.89 1.36 0.411
H 0.588 2.539 -1.337 0.22 -2.10 0.50 0.065
H -0.065 -2.737 -0.414 0.59 1.88 -0.34 0.297
H -2.399 -2.231 -0.228 -0.32 0.10 -0.83 0.375
H -4.637 -2.408 0.722 -0.15 2.02 -0.16 0.298
H -6.631 -0.944 1.844 1.57 0.95 -1.18 0.356
H -6.754 1.793 1.504 1.26 -1.35 -0.67 0.372
H -4.833 3.006 0.018 -0.13 -2.03 0.35 0.333
Pd 5.213 -1.917 0.113 4.19 -0.92 0.86 0.163
```
Forces are in eV/Å.



The molecule C16H13F3N2O3S at a distorted geometry. Source: the Open Molecules 2025 dataset; level of theory: ωB97M-V with the def2-TZVPD basis set.

Results
- LUMO energy: -0.766 eV
- Net charge: 0
- HOMO-LUMO gap: 7.89 eV
- Highest occupied orbital energy: -0.3181 Eh

```
38
Properties=species:S:1:pos:R:3:forces:R:3:mulliken_charge:R:1
C -0.072 1.171 4.127 -0.19 -0.19 -0.39 -1.220
C -0.766 1.167 2.778 -0.07 0.51 0.12 -0.164
O -0.945 -0.191 2.368 0.23 -0.19 0.39 -0.159
C -1.766 -0.394 1.347 -0.54 0.03 -0.09 0.215
O -2.377 0.474 0.781 0.00 0.12 0.19 -0.633
C -1.919 -1.882 1.050 0.14 0.05 -0.54 0.614
C -0.723 -2.728 1.444 -0.02 -0.09 0.09 -1.253
S -2.361 -2.062 -0.717 -0.38 -0.33 0.22 -0.308
C -1.154 -1.042 -1.437 -0.02 0.04 -0.48 0.662
N -0.185 -0.604 -0.660 0.36 0.16 -0.02 -0.186
C 0.746 0.212 -1.143 -0.41 -0.21 -0.46 0.652
C 1.785 0.622 -0.228 0.85 0.92 -0.31 0.045
C 2.787 1.560 -0.350 -0.72 -0.59 -0.06 -0.545
C 3.502 1.529 0.862 -0.13 -0.38 0.50 -0.788
C 2.892 0.579 1.630 0.77 0.66 0.02 -0.397
O 1.861 0.033 0.985 -0.48 -0.37 -0.10 -0.136
C 0.733 0.641 -2.478 -0.16 -0.16 0.11 -0.875
C -0.267 0.165 -3.305 -0.03 -0.08 0.22 0.309
C -0.322 0.565 -4.757 0.10 0.22 -0.67 0.655
F -1.467 1.182 -5.075 -0.11 -0.04 0.24 -0.246
F -0.206 -0.493 -5.575 -0.02 -0.16 0.20 -0.244
F 0.668 1.408 -5.090 0.17 0.08 0.22 -0.290
C -1.242 -0.705 -2.806 0.79 0.35 0.76 0.532
C -2.277 -1.223 -3.611 -0.32 -0.15 -0.20 -0.798
N -3.118 -1.658 -4.256 -0.31 -0.18 -0.20 -0.505
H -0.691 0.676 4.870 -0.03 -0.03 0.11 0.337
H 0.876 0.644 4.058 0.14 -0.03 0.06 0.230
H 0.111 2.194 4.441 0.03 0.10 0.05 0.397
H -0.168 1.685 2.021 -0.09 -0.06 0.04 0.189
H -1.746 1.654 2.829 0.19 -0.06 -0.04 0.402
H -2.821 -2.226 1.568 0.04 0.08 -0.05 0.439
H -0.889 -3.763 1.153 -0.01 -0.06 0.01 0.376
H 0.173 -2.354 0.957 0.02 -0.05 0.04 0.244
H -0.581 -2.680 2.521 0.05 -0.04 0.09 0.341
H 2.981 2.193 -1.191 -0.02 0.11 -0.23 0.503
H 4.351 2.126 1.126 0.18 0.09 0.12 0.500
H 3.107 0.215 2.616 -0.07 -0.13 0.12 0.530
H 1.488 1.310 -2.853 0.07 0.04 -0.08 0.572
```
Forces are in eV/Å.



The molecule C16H13F3N2O4. Source: the Open Molecules 2025 dataset; level of theory: ωB97M-V with the def2-TZVPD basis set.

Results
- LUMO energy: 0.657 eV
- Net charge: 0
- HOMO-LUMO gap: 8.86 eV
- Highest occupied orbital energy: -0.3013 Eh

```
38
Properties=species:S:1:pos:R:3:forces:R:3:mulliken_charge:R:1
C -1.242 -2.119 -5.363 0.20 0.01 -0.12 -0.781
O -2.453 -2.139 -4.643 -0.23 0.02 0.22 -0.461
C -2.446 -1.727 -3.349 -0.19 0.06 0.31 0.671
C -3.673 -1.775 -2.685 0.03 -0.07 -0.22 -0.699
C -3.758 -1.376 -1.368 0.09 -0.01 -0.10 -0.503
C -2.637 -0.926 -0.694 0.15 0.04 0.06 -0.925
C -1.414 -0.876 -1.353 -0.22 -0.11 -0.14 0.094
N -0.308 -0.410 -0.626 -0.42 0.01 0.31 0.094
C 0.974 -0.295 -1.040 0.34 0.31 0.57 0.347
O 1.408 -0.508 -2.145 0.05 -0.14 -0.51 -0.715
N 1.856 0.191 -0.055 0.23 0.25 0.12 -0.175
C 1.762 0.110 1.367 0.00 -0.93 -0.31 0.837
C 1.831 -1.379 1.863 0.01 -0.05 0.33 0.799
F 0.762 -2.085 1.484 -0.13 0.15 -0.17 -0.265
F 1.887 -1.432 3.197 0.00 0.20 0.10 -0.276
F 2.912 -1.996 1.387 0.14 0.19 -0.15 -0.290
O 0.564 0.664 1.859 -0.17 0.19 0.27 -0.433
C 0.933 1.729 2.665 0.56 0.08 0.03 0.772
C 0.135 2.612 3.348 0.05 -0.32 -0.25 -1.029
C 0.791 3.587 4.096 0.05 0.10 0.08 -0.533
C 2.172 3.656 4.145 -0.07 0.09 0.07 -0.481
C 2.973 2.755 3.448 0.02 -0.35 -0.26 -1.101
C 2.321 1.798 2.712 -0.66 0.02 -0.01 0.715
O 2.849 0.786 1.933 0.19 0.19 0.08 -0.511
C -1.314 -1.276 -2.680 0.16 -0.10 -0.39 -0.081
H -0.838 -1.105 -5.440 0.00 -0.04 0.01 0.319
H -1.486 -2.488 -6.358 0.07 0.03 0.06 0.228
H -0.493 -2.772 -4.906 -0.02 0.03 -0.01 0.322
H -4.538 -2.128 -3.223 -0.11 -0.04 -0.07 0.443
H -4.708 -1.416 -0.857 -0.08 0.00 0.04 0.364
H -2.705 -0.618 0.339 -0.01 0.04 0.13 0.370
H -0.521 -0.148 0.326 0.12 0.05 -0.17 0.154
H 2.807 0.263 -0.393 -0.15 -0.06 0.00 0.287
H -0.939 2.548 3.305 -0.16 0.00 0.00 0.440
H 0.202 4.301 4.649 -0.04 0.07 0.06 0.390
H 2.645 4.423 4.737 0.03 0.08 0.06 0.399
H 4.048 2.799 3.481 0.16 0.02 0.01 0.465
H -0.356 -1.226 -3.164 0.03 0.00 -0.05 0.746
```
Forces are in eV/Å.



A structure of composition C16H13F3N2O7RhTe4. Source: the Open Molecules 2025 dataset; level of theory: ωB97M-V with the def2-TZVPD basis set.

Results
- LUMO energy (alpha / beta): 1.464 / 0.315 eV
- Net charge: -1
- HOMO-LUMO gap (alpha / beta): 6.36 / 5.23 eV
- Spin multiplicity: 5
- Highest occupied orbital energy (alpha / beta): -0.1801 / -0.1807 Eh
- Relative energy (zero: lowest compared OMol25 entry of this formula, charge and spin): 112.6 kJ/mol

```
46
Properties=species:S:1:pos:R:3:forces:R:3:mulliken_spin:R:1
Rh -2.175 0.548 0.168 -0.30 0.35 -0.35 1.849
Te -4.478 0.754 -1.495 0.20 -0.30 -0.09 0.145
Te -5.638 3.085 -1.504 -0.03 0.25 -0.05 0.806
Te -4.696 0.534 1.366 0.47 -0.02 0.12 0.201
Te -2.635 1.687 2.542 -0.11 -0.03 0.17 0.822
F -1.496 -4.222 0.032 0.01 0.01 -0.01 0.000
C -2.002 -3.818 1.214 0.00 0.06 0.10 0.003
F -1.312 -4.461 2.169 -0.03 0.04 -0.04 0.001
F -3.273 -4.268 1.275 0.04 0.02 -0.02 0.000
C -1.954 -2.266 1.378 0.04 0.01 0.18 -0.001
O -1.648 -1.818 2.473 0.03 -0.11 0.03 0.003
O -2.256 -1.661 0.313 -0.23 -0.21 -0.17 0.067
O 4.763 2.323 4.469 0.03 0.07 0.02 0.000
C 4.514 0.965 4.729 0.00 0.03 0.08 0.000
N 3.856 0.284 3.640 -0.06 0.00 0.02 0.000
C 2.574 0.661 3.343 0.03 0.00 0.05 -0.001
O 1.995 1.503 4.009 0.00 -0.02 0.00 0.001
C 1.935 -0.023 2.185 -0.05 -0.05 -0.13 0.000
C 2.385 -1.229 1.661 -0.09 0.04 -0.08 -0.002
C 1.718 -1.773 0.576 0.04 0.06 0.08 0.003
C 0.609 -1.111 0.078 0.10 -0.01 0.02 0.007
N 0.150 0.030 0.596 -0.12 -0.19 -0.07 0.047
C 0.809 0.561 1.616 0.03 0.13 0.05 -0.003
H 3.897 2.752 4.445 -0.01 0.01 -0.03 0.000
H 3.880 0.858 5.613 0.05 -0.05 -0.04 0.000
H 5.478 0.492 4.910 -0.04 0.00 -0.04 0.000
H 4.417 -0.086 2.891 0.06 -0.02 0.02 0.000
H 3.224 -1.751 2.102 0.02 -0.01 0.02 0.000
H 2.029 -2.707 0.132 0.01 -0.03 0.00 0.001
H 0.054 -1.529 -0.751 -0.04 0.03 0.01 -0.007
H 0.432 1.497 2.009 0.00 -0.01 0.02 0.015
O -0.675 2.923 -5.061 0.04 0.26 0.28 0.000
C -0.866 1.678 -4.619 -0.03 -0.12 0.13 0.009
C -0.913 0.640 -5.555 -0.01 0.06 -0.02 -0.001
C -1.093 -0.667 -5.152 0.00 -0.07 -0.02 0.002
C -1.228 -0.975 -3.803 -0.01 0.00 0.07 0.010
C -1.188 0.057 -2.884 0.00 -0.02 0.12 -0.016
C -1.019 1.388 -3.247 0.12 -0.01 0.04 -0.012
C -0.984 2.504 -2.214 -0.39 0.06 -0.01 -0.007
O -0.692 3.648 -2.633 0.13 -0.01 -0.29 0.004
O -1.283 2.259 -1.017 0.08 -0.11 0.15 0.005
H -0.633 3.475 -4.208 0.00 -0.07 -0.10 0.002
H -0.802 0.894 -6.600 0.00 0.02 -0.04 0.000
H -1.125 -1.454 -5.894 0.00 -0.02 -0.02 0.000
H -1.367 -1.995 -3.470 -0.01 -0.01 -0.02 0.000
H -1.289 -0.187 -1.829 0.05 0.01 -0.10 0.049
```
Forces are in eV/Å.



Values of E, in order: -2348.9924 -4059.4764 -1794.4703 -1650.5372 -1327.6192 -2736.1063, all in Eh.